No. 1
16
Properties=species:S:1:pos:R:3 method="wB97M-V/def2-TZVPD" de_lowest_kcal_mol=87.6 smiles=N#C[C@]12C[C@H]1OCO2.O orbital_gap_ev=10.527 lumo_energy_ev=0.60 e_homo_ev=-9.9
N -1.124 0.346 1.287
C 0.016 0.224 1.049
C 1.449 0.424 0.996
C 2.391 0.158 2.155
C 2.190 1.560 1.663
O 3.037 2.080 0.691
C 3.179 1.114 -0.316
O 1.993 0.320 -0.291
H 1.926 -0.075 3.112
H 3.309 -0.388 1.934
H 1.708 2.318 2.277
H 3.270 1.601 -1.293
H 4.052 0.469 -0.119
O -1.321 -2.482 0.960
H -1.870 -1.634 1.189
H -0.601 -2.551 1.604

---

No. 2
16
Properties=species:S:1:pos:R:3 method="wB97M-V/def2-TZVPD" de_lowest_kcal_mol=168.5 orbital_gap_ev="5.834 / 9.271" spin_multiplicity=3 s_squared=2.008 lumo_energy_ev="0.82 / -1.38" e_homo_ev="-5.0 / -10.6"
C -0.104 -2.105 0.953
C -0.601 -1.176 1.483
C 0.981 0.137 -0.882
C 1.694 0.681 0.346
C -0.177 0.727 -0.254
N -1.440 0.776 -0.311
O -1.935 0.128 -1.486
O -2.330 1.278 0.367
O 0.543 1.237 0.805
H 0.226 -2.655 0.128
H -2.852 0.510 -1.754
H -0.731 -0.263 2.131
H 1.328 0.531 -1.835
H 0.958 -1.015 -1.016
H 1.887 -0.142 0.996
H 2.552 1.351 0.328

---

No. 3
18
Properties=species:S:1:pos:R:3 method="wB97M-V/def2-TZVPD" de_lowest_kcal_mol=104.3 orbital_gap_ev=9.091 lumo_energy_ev=-0.05 e_homo_ev=-9.1
C -0.028 -0.270 -2.266
C -2.447 -1.252 -1.250
C 0.949 0.037 -1.420
C 2.310 1.087 0.366
C 1.015 0.351 0.119
N -3.241 -2.160 -1.302
O -1.633 -0.449 -1.457
O -0.235 -0.342 3.139
O -2.158 -0.593 1.607
O -0.172 1.089 0.520
S -1.290 0.266 2.354
H 1.920 0.027 -1.802
H 2.494 2.004 -0.198
H 2.941 0.319 0.084
H 2.450 1.329 1.420
H 0.943 -0.606 0.623
H -3.656 -2.758 -0.534
H -0.162 1.922 -0.003

---

No. 4
19
Properties=species:S:1:pos:R:3 method="wB97M-V/def2-TZVPD" de_lowest_kcal_mol=114.1 orbital_gap_ev="4.934 / 4.935" total_charge=-2 lumo_energy_ev="6.61 / 6.61" e_homo_ev="1.7 / 1.7"
C -3.139 -0.840 0.976
C 0.820 0.810 -0.431
C 0.542 -0.553 -0.956
C -0.959 -0.410 0.869
C -0.211 0.965 0.745
N -0.681 -1.091 -0.391
O -3.789 0.175 0.902
O -0.595 -2.538 -0.285
O -3.310 -2.033 1.106
O -0.510 -1.024 2.052
O -1.199 1.788 0.133
O 0.283 1.260 1.954
H 1.816 0.851 -0.022
H 0.549 1.568 -1.079
H 0.342 -0.324 -2.028
H 1.474 -1.207 -0.785
H -1.425 -2.930 0.105
H -1.961 1.879 0.727
H -0.070 -0.086 2.425

---

For each record above, in turn, the calculated E values are -475.10933; -474.78533; -948.43501; -700.77255 hartree.
For each record above, in turn, the calculated F_max values are 3.0; 11.9; 3.5; 4.0 eV/A.